14
Properties=species:S:1:pos:R:3:lowdin_charge:R:1 method="wB97M-V/def2-TZVPD" charge=-1 total_energy_ev=-13925.9465 e_homo_ev=-4.18
C -0.421 6.072 -1.469 -0.42
H -0.604 5.742 -3.608 0.15
F -0.950 3.627 0.248 -0.76
C -0.490 5.106 -2.713 -0.24
C 0.712 5.853 -0.551 -0.26
N 1.267 5.769 0.472 0.16
N -1.572 6.681 -0.911 0.06
H -1.304 7.175 -0.058 0.09
H -2.203 5.864 -0.692 0.10
C -1.687 4.263 -2.694 -0.20
N -2.635 3.651 -2.942 0.17
C 0.751 4.358 -2.915 -0.18
N 1.676 3.753 -3.250 0.17
H 0.288 6.943 -1.901 0.16

36
Properties=species:S:1:pos:R:3:lowdin_charge:R:1 method="wB97M-V/def2-TZVPD" e_above_lowest_ev=0.000 total_energy_ev=-25154.9964 smiles="O=C(NC[C@@H]1CCCO1)c1ccc(F)c2ccccc12" e_homo_ev=-8.42
O 0.475 -1.834 0.631 0.06
C 0.285 -0.631 0.646 -0.45
N -0.492 -0.027 1.573 0.09
C -1.282 -0.756 2.532 -0.11
C -2.752 -0.844 2.092 -0.30
C -2.963 -1.693 0.819 -0.11
C -3.458 -0.685 -0.221 -0.14
C -4.047 0.413 0.665 -0.20
O -3.207 0.473 1.798 -0.11
C 0.899 0.319 -0.335 -0.08
C 0.118 1.295 -0.908 -0.02
C 0.637 2.182 -1.859 0.01
C 1.952 2.075 -2.211 -0.21
F 2.458 2.933 -3.123 0.07
C 2.808 1.098 -1.661 -0.09
C 4.165 1.000 -2.032 -0.02
C 4.963 0.038 -1.479 -0.07
C 4.435 -0.858 -0.538 -0.07
C 3.123 -0.783 -0.159 0.00
C 2.266 0.193 -0.708 -0.09
H -0.704 0.955 1.490 0.14
H -1.223 -0.245 3.497 0.13
H -0.864 -1.761 2.620 0.13
H -3.340 -1.252 2.929 0.15
H -3.714 -2.461 1.001 0.11
H -2.040 -2.178 0.513 0.10
H -2.623 -0.297 -0.804 0.10
H -4.194 -1.105 -0.901 0.11
H -5.072 0.152 0.968 0.12
H -4.054 1.402 0.204 0.12
H -0.928 1.382 -0.650 0.11
H 0.015 2.938 -2.309 0.12
H 4.555 1.698 -2.757 0.11
H 6.002 -0.037 -1.764 0.10
H 5.077 -1.614 -0.111 0.10
H 2.723 -1.484 0.555 0.11

11
Properties=species:S:1:pos:R:3:lowdin_charge:R:1 method="wB97M-V/def2-TZVPD" charge=+1 total_energy_ev=-65363.1936 e_homo_ev=-12.14
O 2.243 -0.397 0.717 -0.32
C 1.330 -0.517 -0.132 -1.08
I 1.328 -2.188 -1.330 1.04
C 0.290 0.453 -0.285 -0.52
Ga -1.729 -0.308 -0.027 0.34
H 0.342 0.949 -1.260 0.09
H 0.387 1.151 0.502 -0.24
H -2.309 0.997 0.681 -0.12
H -2.165 -0.640 -1.478 -0.11
H -1.392 -1.498 0.957 -0.10
Ba 1.676 1.998 1.655 2.01

10
Properties=species:S:1:pos:R:3:lowdin_charge:R:1 method="wB97M-V/def2-TZVPD" e_above_lowest_ev=1.717 total_energy_ev=-8768.2893 smiles="N#CC=C=CC=O" e_homo_ev=-10.39
N 3.359 0.638 -0.715 0.15
C 2.369 0.723 -0.123 -0.22
C 1.182 0.637 0.675 -0.06
C 0.272 -0.236 0.329 0.00
C -0.734 -0.959 -0.086 -0.03
C -1.955 -0.189 -0.472 -0.26
O -2.017 1.015 -0.414 0.06
H 1.100 1.218 1.590 0.12
H -0.739 -2.046 -0.055 0.11
H -2.837 -0.801 -0.729 0.12